Molecular formula: C9H17Cl3N2O3PS
Method: DFT, wB97M-V/def2-TZVPD

Structure (ORCA input):
```
! RIJCOSX wB97M-V def2-TZVPD def2/J DEFGRID3
* xyz 1 1
C 1.908 -4.209 0.994
C 2.017 -3.410 -0.433
C 1.297 -1.986 -0.241
N -0.174 -1.913 -0.290
C -0.454 -0.518 -0.036
C -1.989 -0.078 0.032
O -2.785 -0.751 -1.003
O -3.317 -1.899 -0.510
N 0.700 0.305 0.142
C 0.810 1.765 0.444
C 0.297 2.741 -0.730
O -0.274 3.921 -0.070
C 1.869 -0.581 0.021
P 3.721 -0.221 0.147
S 4.432 0.850 -1.317
H 0.967 -4.877 1.043
H 2.850 -4.848 1.184
H 1.806 -3.428 1.835
H 3.130 -3.254 -0.664
H 1.497 -4.082 -1.201
H -0.834 -2.698 -0.434
H -2.169 1.046 -0.073
H -2.428 -0.394 1.048
H -3.051 -2.671 -1.074
H 1.941 1.978 0.573
H 0.294 2.051 1.438
H 1.208 3.154 -1.312
H -0.453 2.259 -1.452
H -0.936 3.639 0.604
H 3.902 0.534 1.358
H 4.486 -1.455 0.194
C -4.011 3.914 -0.053
Cl -3.368 2.944 -1.386
Cl -5.771 4.021 -0.154
Cl -3.516 3.232 1.506
H -3.600 4.920 -0.132
*
```

Computed properties:
highest occupied orbital energy = -11.876 eV
lowest unoccupied orbital energy = -3.7 eV
HOMO-LUMO gap = 8.14 eV

Results of the natural (NBO) charge analysis, in e, for atoms 1 through 8: -0.623, -0.460, 0.234, -0.529, 0.456, -0.171, -0.253, -0.436

***

Molecular formula: C48H120N8
Method: DFT, wB97M-V/def2-TZVPD

Structure (ORCA input):
```
! RIJCOSX wB97M-V def2-TZVPD def2/J DEFGRID3
* xyz 1 2
C 0.468 -5.194 6.373
C -0.876 -4.461 6.321
N -0.742 -3.095 5.748
C -1.706 -2.136 6.185
C -1.303 -1.501 7.504
C -0.646 -3.130 4.281
C -1.858 -3.347 3.430
H 0.719 -5.416 5.335
H 0.344 -6.129 6.918
H 1.232 -4.647 6.925
H -1.632 -5.099 5.864
H -1.207 -4.330 7.351
H -1.851 -1.442 5.357
H -2.712 -2.529 6.329
H -1.469 -2.061 8.424
H -0.282 -1.147 7.358
H -1.989 -0.661 7.609
H 0.047 -3.942 4.064
H -0.245 -2.174 3.945
H -2.427 -2.440 3.633
H -2.353 -4.210 3.877
H -1.615 -3.343 2.367
C 3.653 -0.500 -0.755
C 2.472 -0.916 0.162
N 1.205 -0.509 -0.288
C 0.170 -1.199 0.545
C -1.183 -0.963 -0.016
C 1.031 0.936 -0.374
C 0.357 1.389 -1.632
H 3.498 0.382 -1.377
H 3.766 -1.296 -1.491
H 4.439 -0.127 -0.098
H 2.524 -1.958 0.476
H 2.549 -0.427 1.134
H 0.395 -2.266 0.556
H 0.283 -0.892 1.585
H -1.410 0.094 -0.153
H -1.233 -1.489 -0.969
H -1.914 -1.424 0.649
H 1.990 1.421 -0.188
H 0.510 1.247 0.531
H -0.292 0.645 -2.095
H 1.156 1.597 -2.344
H -0.263 2.215 -1.284
C 3.304 -2.709 6.455
C 4.738 -2.373 6.011
N 5.209 -0.989 6.439
C 5.355 -0.805 7.883
C 6.355 -1.804 8.448
C 4.335 0.058 5.851
C 4.209 0.218 4.307
H 3.026 -3.748 6.277
H 2.533 -2.128 5.949
H 3.148 -2.591 7.527
H 5.433 -3.172 6.270
H 4.784 -2.255 4.928
H 5.751 0.194 8.070
H 4.470 -0.953 8.501
H 6.016 -2.810 8.202
H 7.281 -1.489 7.968
H 6.510 -1.786 9.527
H 4.594 0.947 6.425
H 3.380 -0.161 6.329
H 3.707 1.126 3.972
H 3.579 -0.563 3.879
H 5.221 0.197 3.903
C -3.203 -3.927 -7.165
C -4.379 -4.000 -6.132
N -4.923 -2.633 -5.826
C -5.505 -1.814 -6.943
C -6.763 -2.451 -7.640
C -4.036 -1.790 -4.986
C -3.579 -2.256 -3.643
H -3.460 -3.648 -8.187
H -2.753 -4.916 -7.251
H -2.493 -3.180 -6.812
H -5.151 -4.663 -6.522
H -4.095 -4.574 -5.249
H -4.713 -1.577 -7.654
H -5.771 -0.799 -6.649
H -6.611 -3.506 -7.867
H -6.951 -2.033 -8.629
H -7.652 -2.288 -7.030
H -3.204 -1.402 -5.573
H -4.543 -0.838 -4.832
H -4.462 -2.648 -3.138
H -2.821 -3.022 -3.807
H -3.124 -1.446 -3.073
C 3.305 3.491 6.783
C 1.827 3.752 6.911
N 1.184 2.515 6.549
C 1.135 2.092 5.098
C 0.938 0.538 4.938
C -0.043 2.399 7.280
C -1.098 3.360 6.765
H 3.520 3.264 5.739
H 3.499 2.595 7.374
H 3.976 4.343 6.896
H 1.751 4.063 7.953
H 1.312 4.613 6.484
H 0.457 2.789 4.605
H 2.050 2.369 4.575
H -0.075 0.379 5.307
H 0.945 0.173 3.911
H 1.684 0.142 5.627
H 0.233 2.477 8.331
H -0.521 1.420 7.237
H -2.034 3.266 7.316
H -1.304 3.284 5.698
H -0.747 4.388 6.861
C -7.097 5.947 -2.151
C -5.711 5.361 -2.035
N -5.532 3.876 -2.228
C -6.072 3.388 -3.530
C -6.038 1.882 -3.706
C -4.123 3.405 -2.024
C -3.105 4.069 -2.952
H -7.009 6.947 -1.727
H -7.917 5.483 -1.603
H -7.471 6.092 -3.165
H -5.067 5.834 -2.777
H -5.372 5.498 -1.008
H -7.097 3.747 -3.619
H -5.541 3.962 -4.290
H -6.274 1.436 -2.740
H -6.958 1.625 -4.231
H -5.149 1.509 -4.215
H -4.024 2.332 -2.191
H -3.850 3.578 -0.983
H -3.039 5.130 -2.715
H -3.428 3.911 -3.981
H -2.066 3.741 -2.909
C 3.181 -4.311 -7.041
C 2.889 -3.927 -5.562
N 1.954 -4.827 -5.034
C 2.517 -6.164 -4.820
C 1.529 -7.278 -4.581
C 1.045 -4.213 -4.038
C 1.803 -3.846 -2.708
H 2.370 -4.691 -7.661
H 3.883 -5.144 -7.088
H 3.597 -3.424 -7.519
H 3.740 -3.952 -4.882
H 2.559 -2.888 -5.526
H 3.088 -6.448 -5.704
H 3.297 -6.135 -4.059
H 1.089 -7.094 -3.601
H 0.687 -7.153 -5.261
H 2.048 -8.237 -4.589
H 0.246 -4.952 -3.988
H 0.724 -3.270 -4.481
H 2.126 -4.723 -2.148
H 1.241 -3.129 -2.109
H 2.780 -3.401 -2.900
C 3.007 5.250 -6.386
C 1.788 4.726 -5.697
N 1.427 5.523 -4.502
C 0.782 6.860 -4.791
C 0.090 7.392 -3.540
C 2.495 5.663 -3.429
C 3.325 4.484 -3.006
H 3.060 6.336 -6.461
H 3.215 4.801 -7.357
H 3.922 4.943 -5.878
H 0.983 4.776 -6.430
H 1.869 3.661 -5.480
H 0.171 6.798 -5.692
H 1.527 7.614 -5.045
H -0.565 8.225 -3.793
H 0.888 7.698 -2.864
H -0.549 6.619 -3.112
H 3.083 6.544 -3.689
H 1.948 5.859 -2.507
H 4.151 4.317 -3.697
H 3.809 4.593 -2.036
H 2.779 3.541 -3.054
*
```

Computed properties:
highest occupied orbital energy (alpha / beta) = -9.025 / -9.025 eV
energy above the lowest of the compared OMol25 structures with the same formula, charge and spin = 1.272 eV
lowest unoccupied orbital energy (alpha / beta) = -2.4 / -7.0 eV
HOMO-LUMO gap (alpha / beta) = 6.63 / 1.99 eV

Results of the Löwdin charge analysis, in e, for atoms 1 through 8: -0.079, -0.233, -0.168, -0.300, -0.080, -0.282, -0.084, 0.063

***

| no. | F_max (hartree/bohr) |
| --- | --- |
| 1 | 0.129 |
| 2 | 0.055 |